Entry from OMol25: one molecule with the formula C6H10O (wB97M-V/def2-TZVPD).

CARTESIAN COORDINATES (ANGSTROEM)
C (2.0942, 0.5538, -0.2603)
C (1.0600, -0.5562, -0.1208)
C (0.7588, -0.8561, 1.3228)
C (-1.4383, -0.1985, 0.3833)
O (-2.6149, -0.8811, 0.1118)
C (-1.0581, 1.0745, -0.3034)
C (-0.3446, -0.2134, -0.6465)
H (3.0315, 0.2309, 0.2026)
H (1.7637, 1.4529, 0.2669)
H (2.2918, 0.8028, -1.3068)
H (1.3929, -1.4502, -0.6670)
H (-1.0925, -0.2655, 1.4250)
H (0.3842, -1.8994, 1.3615)
H (-3.3103, -0.4513, 0.6257)
H (-1.7606, 1.4417, -1.0469)
H (-0.5465, 1.8435, 0.2680)
H (-0.6113, -0.6286, -1.6159)

Properties
LUMO = -0.02 eV
gap between HOMO and LUMO = 8.557 eV
relative energy (zero: lowest compared OMol25 entry of this formula, charge and spin) = 464.9 kJ/mol
HOMO level = -0.31504 Ha